1.
This record from the Open Molecules 2025 dataset describes a structure of composition C37H26BCl2F4I2N2O4PS2Ti. The level of theory is ωB97M-V/def2-TZVPD.

Values from the calculation:
gap between HOMO and LUMO (alpha / beta): 4.148 / 4.134 eV
E_LUMO (alpha / beta): 0.81 / 0.81 eV
HOMO level (alpha / beta): -0.12282 / -0.12214 hartree
maximum force: 0.71 eV/A
spin multiplicity: 2
charge: -1

Structure (XYZ):
```
82
Properties=species:S:1:pos:R:3:lowdin_charge:R:1
Ti -0.11 -1.10 1.60 1.23
O -0.21 -3.25 -2.11 -0.27
S -0.94 -2.56 -1.08 0.54
O -1.87 -3.29 -0.27 -0.29
O 0.07 -1.85 -0.16 -0.46
C -1.82 -1.18 -1.79 -0.28
C -3.21 -1.31 -1.78 -0.07
C -4.01 -0.29 -2.26 -0.08
C -3.41 0.87 -2.74 -0.07
C -2.03 0.98 -2.75 -0.07
C -1.20 -0.04 -2.30 -0.30
P 0.66 0.24 -2.39 1.11
C 0.87 -0.02 -4.19 -0.36
C 1.96 0.57 -4.85 -0.11
C 2.25 0.27 -6.17 -0.10
C 1.45 -0.62 -6.87 -0.11
C 0.37 -1.21 -6.24 -0.10
C 0.08 -0.92 -4.91 -0.09
C 0.88 1.99 -2.12 -0.41
C 0.67 2.95 -3.11 -0.19
C 0.76 4.33 -3.09 -0.15
C 0.95 5.19 -1.98 -0.17
C 0.97 4.92 -0.65 -0.20
C 0.78 3.57 -0.06 -0.50
H -3.65 -2.21 -1.36 0.11
H -5.08 -0.39 -2.25 0.10
H -4.02 1.69 -3.11 0.10
H -1.57 1.90 -3.09 0.09
H 2.58 1.27 -4.30 0.10
H 3.09 0.74 -6.65 0.09
H 1.67 -0.85 -7.91 0.09
H -0.26 -1.92 -6.77 0.10
H -0.76 -1.40 -4.43 0.10
H 0.39 2.54 -4.08 0.09
H 0.66 4.83 -4.05 0.07
H 1.09 6.24 -2.23 0.09
H 1.15 5.72 0.05 0.08
H 1.14 3.58 0.98 0.11
I 0.47 1.21 6.24 0.93
C 1.87 0.31 5.00 -0.63
C 3.23 0.28 5.39 -0.22
C 4.20 -0.27 4.59 -0.67
I 6.17 -0.28 5.27 0.90
C 3.85 -0.82 3.33 -0.19
C 4.73 -1.40 2.39 -0.01
C 4.25 -1.89 1.20 -0.01
C 2.88 -1.80 0.92 -0.07
N 2.04 -1.26 1.79 0.03
C 2.50 -0.78 2.97 -0.14
C 1.48 -0.23 3.80 -0.40
O 0.26 -0.30 3.33 -0.19
H 3.50 0.71 6.34 0.07
H 5.79 -1.46 2.62 0.07
H 4.91 -2.33 0.47 0.11
H 2.45 -2.16 0.00 0.13
S -1.01 3.23 0.08 1.09
C 1.46 2.37 -0.77 -0.32
C 1.39 1.19 0.17 -0.11
C 0.23 0.81 0.77 -0.20
C -0.97 1.59 0.62 -0.46
C -2.18 0.96 1.00 -0.28
C -3.46 1.55 0.96 -0.02
C -4.56 0.81 1.30 -0.05
C -4.41 -0.53 1.68 -0.06
C -3.15 -1.06 1.72 -0.14
N -2.06 -0.34 1.41 0.02
H 2.51 2.67 -0.88 0.15
H 2.29 0.62 0.32 0.09
H -3.55 2.59 0.65 0.09
H -5.54 1.27 1.27 0.11
H -5.26 -1.14 1.95 0.10
H -2.97 -2.09 2.00 0.09
Cl -4.09 -3.48 4.52 0.52
C -2.68 -2.78 5.34 -0.97
Cl -2.56 -1.04 5.08 0.55
H -1.80 -3.26 4.94 0.00
H -2.80 -2.97 6.40 0.02
F -0.96 -2.74 2.67 -0.05
B 0.10 -3.75 3.09 -1.21
F 0.80 -3.16 4.12 0.17
F 0.88 -3.90 1.95 0.15
F -0.56 -4.89 3.47 0.18
```


2.
This record from the Open Molecules 2025 dataset describes a structure of composition C37H26BF3O2S at a distorted geometry. The level of theory is ωB97M-V/def2-TZVPD.

Values from the calculation:
gap between HOMO and LUMO: 6.161 eV
E_LUMO: -0.85 eV
HOMO level: -0.25777 hartree
maximum force: 4.71 eV/A

Structure (XYZ):
```
70
Properties=species:S:1:pos:R:3:lowdin_charge:R:1
C 0.07 -0.09 1.03 0.02
C -1.15 -0.20 1.94 -0.08
C -1.69 0.92 2.77 -0.02
C -2.99 0.95 3.42 0.00
C -3.55 -0.31 3.69 -0.05
C -2.79 -1.43 3.31 -0.04
C -1.57 -1.39 2.63 0.02
C 0.90 -1.30 1.13 -0.17
C 2.19 -0.96 1.62 -0.12
C 3.06 -1.96 2.07 -0.02
C 2.66 -3.31 1.98 -0.08
C 1.39 -3.65 1.47 -0.08
C 0.50 -2.65 1.08 -0.08
C 2.25 0.50 1.79 -0.12
C 0.98 1.02 1.38 -0.12
C 0.70 2.37 1.66 -0.05
C 1.69 3.20 2.19 -0.08
C 2.92 2.66 2.60 -0.09
C 3.22 1.30 2.40 -0.02
H -0.99 1.72 3.03 0.15
H -3.41 1.92 3.70 0.15
H -4.58 -0.38 4.05 0.12
H -3.14 -2.42 3.62 0.11
H -0.83 -2.19 2.73 0.12
H 4.03 -1.70 2.51 0.11
H 3.32 -4.11 2.33 0.10
H 1.09 -4.71 1.39 0.11
H -0.54 -2.89 0.85 0.12
H -0.31 2.75 1.50 0.10
H 1.49 4.27 2.29 0.10
H 3.65 3.31 3.09 0.10
H 4.18 0.87 2.71 0.12
C -1.92 -0.10 -5.62 -0.11
C -1.04 0.13 -4.45 -0.59
C -0.30 1.27 -4.21 -0.14
C 0.52 1.22 -3.05 -0.11
C 0.53 -0.02 -2.41 -0.43
B -2.57 0.84 1.46 -0.66
C 1.66 -0.61 -1.78 -0.24
C 1.83 -2.02 -1.78 -0.04
C 3.07 -2.57 -1.53 -0.01
C 4.14 -1.75 -1.18 -0.13
C 5.44 -2.42 -0.82 -0.50
F 6.50 -1.99 -1.57 0.12
F 5.76 -2.17 0.50 0.10
F 5.38 -3.78 -0.94 0.10
C 3.99 -0.37 -1.09 0.00
C 2.74 0.19 -1.32 -0.02
O -2.27 1.96 0.64 0.17
C -3.18 1.96 -0.38 -0.16
C -4.03 0.83 -0.26 -0.15
C -5.26 0.81 -0.93 0.00
C -5.74 2.01 -1.48 -0.09
C -4.95 3.15 -1.47 -0.10
C -3.62 3.11 -1.03 0.01
O -3.65 0.12 0.86 0.19
S -0.81 -0.97 -3.13 1.06
H -1.62 0.59 -6.42 0.08
H -1.85 -1.11 -6.05 0.08
H -2.96 0.11 -5.39 0.08
H -0.38 2.10 -4.90 0.11
H 1.11 2.07 -2.73 0.11
H 0.99 -2.67 -2.02 0.10
H 3.19 -3.65 -1.62 0.12
H 4.84 0.27 -0.83 0.13
H 2.59 1.27 -1.22 0.12
H -5.82 -0.11 -1.00 0.11
H -6.75 2.09 -1.90 0.11
H -5.37 4.10 -1.79 0.10
H -2.94 3.95 -1.08 0.12
```


3.
This record from the Open Molecules 2025 dataset describes a structure of composition C37H26BrLaN8O10Se at a distorted geometry. The level of theory is ωB97M-V/def2-TZVPD.

Values from the calculation:
gap between HOMO and LUMO: 5.041 eV
E_LUMO: -1.85 eV
HOMO level: -0.25308 hartree
maximum force: 1.95 eV/A

Structure (XYZ):
```
84
Properties=species:S:1:pos:R:3:lowdin_charge:R:1
La 1.00 -0.37 -0.08 2.16
O -3.07 5.56 4.30 0.11
C -3.73 4.41 4.07 -0.48
O -4.58 4.00 4.82 0.11
C -3.31 3.73 2.82 -0.14
C -2.39 4.31 1.94 0.00
C -1.99 3.61 0.82 -0.02
C -2.51 2.34 0.56 -0.27
C -3.41 1.76 1.45 0.00
C -3.81 2.46 2.57 0.01
N -2.06 1.70 -0.61 0.09
C -2.84 0.84 -1.12 -0.09
C -2.56 0.08 -2.34 -0.28
C -3.57 -0.73 -2.85 -0.02
C -3.32 -1.47 -3.99 -0.05
C -2.06 -1.38 -4.57 -0.05
C -1.12 -0.54 -3.98 -0.13
N -1.35 0.16 -2.89 0.11
H -3.38 5.89 5.15 0.13
H -1.98 5.28 2.15 0.12
H -1.27 4.05 0.14 0.06
H -3.76 0.75 1.30 0.09
H -4.48 2.01 3.29 0.12
H -3.82 0.63 -0.69 0.12
H -4.54 -0.76 -2.37 0.12
H -4.08 -2.10 -4.42 0.11
H -1.82 -1.93 -5.46 0.10
H -0.13 -0.45 -4.40 0.10
C 2.89 -1.91 -4.43 0.02
C 2.20 -2.14 -3.11 -0.51
O 1.65 -1.23 -2.50 -0.09
N 2.20 -3.41 -2.66 0.09
C 1.63 -3.81 -1.38 -0.09
C 2.59 -3.61 -0.23 -0.26
C 3.14 -4.67 0.46 -0.01
C 4.02 -4.42 1.50 -0.04
C 4.35 -3.11 1.79 -0.03
C 3.77 -2.10 1.03 -0.11
N 2.89 -2.33 0.06 0.03
H 3.03 -0.84 -4.57 0.09
H 2.26 -2.29 -5.24 0.09
H 3.85 -2.42 -4.48 0.09
H 2.75 -4.09 -3.17 0.15
H 1.34 -4.86 -1.45 0.13
H 0.71 -3.23 -1.23 0.10
H 2.86 -5.69 0.19 0.11
H 4.44 -5.23 2.07 0.11
H 5.03 -2.86 2.59 0.11
H 3.99 -1.05 1.22 0.10
O 1.15 3.54 5.03 0.14
C 1.14 2.70 4.16 -0.24
C 2.34 2.23 3.34 -0.29
O 3.50 2.57 3.49 0.09
C 1.79 1.30 2.35 -0.31
C 0.40 1.21 2.47 -0.30
O -0.31 0.53 1.63 -0.21
C -0.07 1.91 3.67 -0.27
O -1.16 1.86 4.20 0.10
O 2.44 0.62 1.46 -0.24
Se 0.22 3.00 -2.06 1.26
N 1.63 3.64 -2.90 -0.21
C 2.68 2.90 -2.57 -0.37
C 4.02 3.06 -3.02 0.01
C 4.94 2.17 -2.56 -0.03
C 4.54 1.11 -1.69 -0.09
N 3.33 0.92 -1.25 0.08
C 2.40 1.83 -1.66 -0.46
N 1.15 1.75 -1.23 -0.37
H 4.27 3.86 -3.70 0.12
H 5.98 2.24 -2.85 0.11
H 5.29 0.40 -1.36 0.12
Br -3.83 -0.99 4.99 0.78
C -3.61 -1.54 3.19 -0.66
C -4.74 -1.76 2.40 -0.19
N -4.66 -2.10 1.12 0.08
C -3.45 -2.22 0.59 -0.10
C -2.28 -2.02 1.30 -0.11
C -2.35 -1.68 2.64 -0.03
C -0.96 -2.04 0.61 -0.67
O 0.10 -2.27 1.23 -0.09
O -0.93 -1.69 -0.61 -0.18
H -5.73 -1.64 2.82 0.10
H -3.40 -2.48 -0.46 0.11
H -1.45 -1.47 3.21 0.12
```